# C30H108O30

A cluster of 24 separate species, C30H108O30 in total at a distorted geometry (ωB97M-V/def2-TZVPD, the Open Molecules 2025 dataset).

Each line ends with the Löwdin charge.
CARTESIAN COORDINATES (ANGSTROEM)
C  3.768  1.420  4.150  -0.164
O  4.498  0.377  3.634  -0.117
H  4.424  2.275  4.314  0.085
H  2.831  1.718  3.680  0.077
H  3.551  1.106  5.171  0.080
H  4.589  0.497  2.686  0.034
C  1.171  -4.398  0.085  -0.162
O  2.018  -4.783  1.145  -0.119
H  1.362  -5.039  -0.775  0.079
H  0.114  -4.391  0.352  0.065
H  1.368  -3.380  -0.252  0.050
H  1.842  -4.299  1.956  0.029
C  2.103  4.525  1.892  -0.114
O  1.028  5.075  2.695  -0.127
H  2.042  5.018  0.922  0.068
H  3.129  4.598  2.255  0.087
H  1.983  3.460  1.691  0.070
H  0.302  5.150  2.071  0.034
C  0.708  -0.339  0.438  -0.082
O  0.767  0.673  -0.657  -0.147
H  1.126  0.023  1.378  0.084
H  -0.293  -0.689  0.692  0.066
H  1.126  -1.296  0.129  0.054
H  0.545  0.153  -1.433  0.024
C  -0.928  -2.048  -2.840  -0.114
O  0.191  -1.171  -2.737  -0.138
H  -1.845  -1.586  -2.474  0.068
H  -1.116  -2.309  -3.881  0.076
H  -0.792  -2.959  -2.257  0.069
H  -0.117  -0.373  -3.173  0.020
C  -2.536  1.179  -0.436  -0.097
O  -3.362  0.327  0.401  -0.128
H  -2.348  2.173  -0.030  0.072
H  -1.629  0.643  -0.714  0.058
H  -2.983  1.301  -1.422  0.071
H  -3.703  -0.360  -0.177  0.039
C  -1.356  2.411  -3.504  -0.123
O  -0.904  1.127  -3.885  -0.130
H  -1.407  2.542  -2.423  0.049
H  -0.708  3.223  -3.834  0.084
H  -2.376  2.636  -3.817  0.080
H  -0.918  1.017  -4.839  0.045
C  4.406  -0.838  0.318  -0.100
O  5.016  0.276  0.958  -0.143
H  4.892  -1.738  0.696  0.089
H  3.342  -0.867  0.551  0.062
H  4.588  -0.699  -0.748  0.087
H  5.483  0.790  0.295  0.085
C  -2.040  -1.606  6.010  -0.165
O  -1.178  -2.045  7.039  -0.124
H  -1.768  -1.876  4.989  0.053
H  -2.936  -2.188  6.224  0.080
H  -2.215  -0.531  6.070  0.064
H  -1.580  -1.706  7.842  0.078
C  3.412  2.741  -1.003  -0.090
O  2.053  3.075  -1.282  -0.163
H  4.038  3.030  -1.848  0.090
H  3.588  3.243  -0.052  0.073
H  3.565  1.665  -0.917  0.065
H  1.407  2.416  -1.018  0.050
C  2.884  1.371  -4.992  -0.140
O  2.363  1.517  -6.256  -0.109
H  3.088  0.319  -4.789  0.078
H  3.889  1.790  -4.945  0.085
H  2.334  1.934  -4.238  0.085
H  3.057  1.561  -6.918  0.109
C  0.872  0.617  6.493  -0.154
O  1.412  1.851  6.971  -0.128
H  1.320  -0.280  6.920  0.078
H  -0.186  0.583  6.755  0.061
H  1.115  0.508  5.436  0.056
H  1.069  2.504  6.357  -0.002
C  0.541  -2.188  3.418  -0.143
O  1.687  -2.667  2.816  -0.138
H  -0.212  -1.956  2.664  0.068
H  0.095  -2.972  4.029  0.084
H  0.762  -1.257  3.941  0.082
H  2.377  -2.595  3.480  0.021
C  -2.614  0.998  3.480  -0.136
O  -2.753  -0.352  3.029  -0.152
H  -2.224  1.600  2.659  0.067
H  -3.583  1.427  3.737  0.078
H  -1.965  0.939  4.354  0.060
H  -3.154  -0.309  2.158  0.024
C  2.267  5.943  -2.762  -0.146
O  1.742  4.735  -3.295  -0.163
H  3.339  5.748  -2.776  0.070
H  2.057  6.764  -3.447  0.083
H  1.992  5.984  -1.708  0.060
H  1.795  4.091  -2.585  -0.014
C  -2.343  -5.235  -0.932  -0.149
O  -2.611  -6.203  0.124  -0.134
H  -1.461  -5.390  -1.554  0.067
H  -3.210  -5.229  -1.593  0.062
H  -2.340  -4.275  -0.417  0.064
H  -2.656  -5.728  0.958  -0.011
C  -4.208  0.113  -4.530  -0.107
O  -5.277  -0.871  -4.362  -0.138
H  -4.588  1.085  -4.216  0.084
H  -3.297  -0.199  -4.020  0.059
H  -3.965  0.135  -5.592  0.076
H  -6.093  -0.466  -4.664  0.079
C  -3.750  -3.994  2.564  -0.118
O  -2.646  -4.849  2.370  -0.112
H  -4.627  -4.466  3.007  0.087
H  -3.534  -3.067  3.095  0.073
H  -4.106  -3.689  1.580  0.061
H  -2.278  -5.058  3.232  0.106
C  -0.877  5.349  -0.459  -0.211
C  -2.140  5.701  -1.352  -0.224
O  -2.873  4.557  -1.520  -0.064
O  -1.153  5.212  0.905  -0.058
H  -0.131  6.126  -0.624  0.109
H  -0.334  4.508  -0.891  0.105
H  -1.828  6.125  -2.306  0.126
H  -2.827  6.413  -0.894  0.120
H  -3.233  4.258  -0.682  0.078
H  -2.053  4.924  1.077  0.096
C  -6.837  -2.793  -1.606  -0.218
C  -5.433  -2.739  -1.007  -0.198
O  -4.689  -1.594  -1.429  -0.083
O  -6.702  -3.264  -2.961  -0.075
H  -7.441  -1.888  -1.544  0.120
H  -7.411  -3.574  -1.106  0.114
H  -4.910  -3.642  -1.323  0.106
H  -5.487  -2.706  0.081  0.111
H  -4.835  -1.315  -2.336  0.050
H  -7.593  -3.333  -3.312  0.081
C  -0.532  -0.412  -7.018  -0.165
C  0.408  -0.849  -8.176  -0.276
O  0.196  -0.104  -9.315  -0.033
O  -0.243  0.997  -6.689  -0.101
H  -0.352  -0.997  -6.116  0.096
H  -1.561  -0.541  -7.355  0.118
H  0.273  -1.925  -8.285  0.119
H  1.432  -0.687  -7.841  0.105
H  0.572  0.773  -9.209  0.093
H  0.704  1.067  -6.544  0.018
C  3.883  -4.276  5.259  -0.256
C  4.216  -3.117  4.421  -0.245
O  3.520  -1.987  4.941  -0.072
O  2.491  -4.471  5.279  -0.038
H  4.257  -4.202  6.280  0.127
H  4.383  -5.149  4.840  0.127
H  3.924  -3.280  3.384  0.117
H  5.275  -2.863  4.466  0.135
H  3.865  -1.254  4.426  0.044
H  2.205  -3.835  5.940  0.088
C  2.871  -3.976  -4.454  -0.256
C  2.290  -2.924  -5.430  -0.275
O  2.976  -2.833  -6.631  -0.057
O  4.213  -3.773  -4.236  -0.043
H  2.816  -4.911  -5.012  0.117
H  2.216  -3.963  -3.583  0.119
H  2.287  -1.925  -4.995  0.101
H  1.245  -3.197  -5.578  0.113
H  2.544  -3.355  -7.311  0.093
H  4.660  -3.666  -5.079  0.085
C  -0.487  5.193  6.050  -0.215
C  -0.601  3.815  5.465  -0.193
O  0.683  3.402  4.852  -0.100
O  0.420  5.242  7.203  -0.064
H  -1.478  5.539  6.341  0.115
H  -0.062  5.822  5.267  0.113
H  -1.397  3.881  4.723  0.112
H  -0.903  3.115  6.244  0.120
H  0.926  4.058  4.194  0.031
H  0.933  6.053  7.239  0.076

**Multiplicity**: 1
**LUMO**: -0.001 hartree
**HOMO level**: -9.2 eV
**Gap between HOMO and LUMO**: 9.2 eV
**Energy**: -94274.9941 eV

=====

# C16H48F4N6O14PbS4

A structure of composition C16H48F4N6O14PbS4 at a distorted geometry (ωB97M-V/def2-TZVPD, the Open Molecules 2025 dataset).

Each line ends with the Löwdin charge.
CARTESIAN COORDINATES (ANGSTROEM)
Pb  -2.679  7.573  6.199  1.600
N  -0.718  6.468  7.169  -0.414
S  0.857  6.647  7.353  0.506
O  1.757  5.873  6.513  -0.240
O  1.360  7.233  8.592  -0.262
F  0.711  8.006  6.525  -0.222
S  -0.682  4.959  7.729  0.423
O  -0.479  4.895  9.135  -0.228
O  -0.356  3.864  6.845  -0.240
F  -2.188  4.953  7.713  -0.192
N  -4.539  8.547  5.132  -0.407
S  -5.995  8.695  6.025  0.584
O  -6.947  7.609  5.758  -0.276
O  -6.705  9.925  6.326  -0.227
F  -5.342  8.289  7.440  -0.211
S  -5.121  9.337  3.996  0.429
O  -5.195  10.773  4.171  -0.266
O  -6.189  8.696  3.246  -0.252
F  -3.818  9.351  2.977  -0.205
O  -4.629  5.508  6.562  -0.116
H  -5.158  5.533  7.359  -0.008
H  -4.401  4.585  6.454  0.030
O  -2.629  3.281  5.171  -0.041
H  -1.921  3.106  5.792  0.015
H  -3.219  2.534  5.263  0.064
C  -2.141  8.644  10.892  -0.010
C  -2.728  8.725  9.430  -0.379
C  -1.899  9.685  8.491  -0.178
O  -2.648  9.999  7.322  -0.330
C  -3.712  10.975  7.553  -0.037
N  -2.932  7.437  8.784  -0.018
H  -2.269  9.575  11.445  0.081
H  -1.111  8.358  10.683  0.088
H  -2.721  7.976  11.529  0.062
H  -3.725  9.147  9.547  0.120
H  -0.904  9.316  8.245  0.118
H  -1.779  10.631  9.018  0.126
H  -3.155  11.897  7.720  0.103
H  -4.460  10.690  8.293  0.090
H  -4.236  11.070  6.602  0.070
H  -3.634  6.994  9.359  0.059
H  -2.100  6.893  8.959  0.042
C  -7.290  6.094  11.014  -0.041
C  -6.045  5.866  10.098  -0.357
C  -4.900  4.923  10.699  -0.174
O  -4.180  5.552  11.773  -0.186
C  -2.886  5.096  12.051  -0.116
N  -6.518  5.202  8.831  0.036
H  -8.001  5.270  11.074  0.078
H  -7.845  6.932  10.593  0.078
H  -6.905  6.307  12.011  0.079
H  -5.437  6.747  9.894  0.105
H  -4.344  4.410  9.914  0.114
H  -5.500  4.096  11.079  0.116
H  -2.348  5.054  11.104  0.067
H  -2.718  4.092  12.441  0.086
H  -2.409  5.736  12.794  0.092
H  -7.149  5.824  8.346  0.076
H  -7.313  4.694  9.189  0.068
C  -0.991  5.166  2.398  -0.038
C  -1.114  6.246  3.508  -0.400
C  -1.041  7.697  3.022  -0.157
O  -1.069  8.520  4.200  -0.304
C  -0.740  9.868  3.988  -0.098
N  -2.387  5.921  4.071  -0.017
H  -1.201  4.127  2.652  0.079
H  -0.034  5.317  1.898  0.078
H  -1.799  5.288  1.677  0.067
H  -0.358  6.047  4.268  0.131
H  -1.695  7.862  2.165  0.132
H  -0.061  7.827  2.564  0.128
H  -1.602  10.441  3.646  0.091
H  0.217  9.988  3.481  0.100
H  -0.488  10.434  4.885  0.087
H  -2.440  4.980  4.434  0.031
H  -3.084  5.823  3.346  0.020
C  -5.025  3.573  1.788  -0.042
C  -5.556  4.872  2.403  -0.380
C  -6.032  4.764  3.875  -0.186
O  -7.166  3.893  4.033  -0.156
C  -7.716  4.023  5.358  -0.092
N  -4.493  5.878  2.208  0.029
H  -4.984  3.741  0.712  0.075
H  -5.895  2.931  1.924  0.073
H  -4.101  3.154  2.185  0.077
H  -6.385  5.366  1.898  0.143
H  -6.210  5.767  4.264  0.095
H  -5.181  4.532  4.515  0.090
H  -8.611  3.430  5.543  0.085
H  -8.149  5.023  5.342  0.081
H  -7.056  3.931  6.220  0.069
H  -4.823  6.617  2.812  0.040
H  -4.653  6.396  1.355  0.098

**Multiplicity**: 1
**LUMO**: -0.030 hartree
**HOMO level**: -9.1 eV
**Gap between HOMO and LUMO**: 8.3 eV
**Energy**: -114427.6697 eV
**Energy above the lowest of the compared OMol25 structures with the same formula, charge and spin**: 28.9 kcal per mole

=====

# C4H7NO2

An isolated molecule of C4H7NO2 at a distorted geometry (ωB97M-V/def2-TZVPD, the Open Molecules 2025 dataset).

Each line ends with the Löwdin charge.
CARTESIAN COORDINATES (ANGSTROEM)
O  -0.069  -2.986  -1.329  0.040
C  -0.274  -2.692  -0.169  -0.248
C  -0.085  -1.355  0.629  -0.110
C  -0.124  -0.063  -0.347  -0.182
N  -0.353  1.300  0.253  -0.008
C  0.542  2.415  0.100  -0.285
O  0.391  3.449  0.772  -0.015
H  -0.688  -3.552  0.416  0.115
H  -0.796  -1.301  1.508  0.119
H  0.854  -1.233  1.119  0.091
H  0.831  0.023  -0.837  0.090
H  -0.972  -0.100  -1.221  0.159
H  -1.024  1.266  1.014  0.123
H  1.333  2.270  -0.596  0.111

**SMILES**: O=CCCNC=O
**Multiplicity**: 1
**LUMO**: 0.024 hartree
**HOMO level**: -9.7 eV
**Gap between HOMO and LUMO**: 10.4 eV
**Energy**: -9845.1341 eV
**Energy above the lowest of the compared OMol25 structures with the same formula, charge and spin**: 49.5 kcal per mole

=====

- Which of these has the lowest energy?
  C16H48F4N6O14PbS4

=====

- Number 3 is which compound?
  C4H7NO2